ORCA calculation (ωB97M-V/def2-TZVPD) on a 3-piece molecular cluster, C4H6O2 overall.

```
12
Properties=species:S:1:pos:R:3
O -1.435 0.881 -0.839
C -0.172 0.462 -0.930
C 1.060 0.744 -1.191
C 0.743 -0.707 -0.842
C -1.231 -1.300 1.933
O -2.117 -0.736 1.495
H -1.970 0.171 -0.459
H 0.855 1.012 1.599
H 1.845 1.418 -1.487
H 1.039 -1.110 0.135
H 0.745 -1.467 -1.632
H 0.669 0.692 2.245
```

The charge is 0. The HOMO energy is -8.8 eV. The multiplicity is 1.

=====

ORCA calculation (ωB97M-V/def2-TZVPD) on one molecule with the formula C4H6O2.

```
12
Properties=species:S:1:pos:R:3
C -1.291 0.735 -0.529
C -0.629 0.209 0.722
O -1.227 0.057 1.763
C 0.878 -0.086 0.652
C 1.251 -1.083 -0.429
O 1.348 -0.775 -1.593
H -0.998 0.154 -1.408
H -0.966 1.767 -0.709
H -2.375 0.723 -0.401
H 1.391 0.848 0.396
H 1.188 -0.419 1.646
H 1.430 -2.130 -0.109
```

The charge is 0. The HOMO energy is -10.0 eV. The multiplicity is 1. Its SMILES is CC(=O)CC=O.

=====

ORCA calculation (ωB97M-V/def2-TZVPD) on one molecule with the formula C4H6O2.

```
12
Properties=species:S:1:pos:R:3
C 1.847 0.518 0.845
O 1.727 -0.564 0.092
C 0.588 -0.786 -0.509
C -0.638 -0.294 0.110
C -1.781 0.331 -0.571
O -1.801 -1.043 -0.217
H 2.700 0.536 1.504
H 1.392 1.424 0.474
H 0.600 -1.570 -1.253
H -0.463 -0.049 1.176
H -1.701 0.533 -1.638
H -2.471 0.965 -0.014
```

The charge is 0. The HOMO energy (spin up / spin down) is -7.9 / -7.5 eV. The multiplicity is 1.